No. 1
# C6H13F3N3O4

2 unconnected molecules or ions with the total composition C6H13F3N3O4 at a distorted geometry (wB97M-V/def2-TZVPD, OMol25).

Cartesian coordinates (Å):
O  5.457901  -1.896736  -1.359833
N  5.495994  -1.320161  -0.319375
O  4.263577  -0.733408  -0.071429
C  4.082584  0.422733  -0.935772
N  3.027411  1.344075  -0.358432
C  1.607429  0.886291  -0.686283
O  1.293228  -0.244754  0.143345
C  0.949215  -1.380979  -0.615064
F  -0.350756  -1.317270  -1.143643
F  0.923388  -2.458679  0.295943
F  1.895986  -1.734333  -1.591113
H  5.088006  0.964982  -0.995115
H  3.726735  0.050305  -1.963837
H  3.124086  1.308004  0.676627
H  3.209216  2.310314  -0.684498
H  0.935208  1.749700  -0.329791
H  1.502383  0.696227  -1.803878
C  -3.170437  -0.296339  -0.336091
C  -3.088981  0.828115  0.660017
O  -2.302075  1.761355  0.525762
N  -3.919953  0.789510  1.733551
C  -4.907962  -0.216210  2.065760
H  -2.447679  -0.123766  -1.132781
H  -2.930956  -1.244861  0.149361
H  -4.168148  -0.338163  -0.777636
H  -3.807497  1.576728  2.357113
H  -5.884784  0.267751  2.124874
H  -4.657669  -0.634701  3.042632
H  -4.945451  -1.015730  1.329585

Force components x, y, z for each atom (eV/Å):
O 0.591 1.165 2.082
N 1.239 -2.401 -2.779
O -2.413 2.882 0.340
C 1.267 -1.203 -1.161
N 0.353 -1.442 0.212
C -1.718 1.170 0.438
O 0.187 -0.474 -2.759
C -0.786 -3.137 1.505
F 3.512 0.303 0.651
F 0.162 2.722 -2.091
F -2.295 1.383 1.679
H -1.519 -0.475 -0.031
H 0.533 0.886 1.457
H -0.015 0.197 -0.452
H -0.286 -0.484 0.167
H 0.842 -1.334 -0.757
H 0.264 0.239 1.540
C 0.034 -0.036 -0.140
C 0.004 0.420 0.358
O 0.207 -0.179 -0.115
N 0.410 -0.043 -0.537
C -0.033 0.341 0.347
H -0.147 0.106 0.160
H -0.179 -0.036 -0.094
H 0.044 -0.171 0.073
H -0.056 -0.091 -0.059
H -0.078 -0.261 0.006
H -0.191 -0.176 -0.073
H 0.067 0.130 0.032

Calculated values
- E_HOMO: -11.72 eV
- Net charge: +1

Mulliken charges, unit e, in atom order: number 1, O, carries -0.22; number 2, N, carries 0.22; number 3, O, carries -0.15; number 4, C, carries -0.42; number 5, N, carries -0.11; number 6, C, carries -0.64; number 7, O, carries -0.30; number 8, C, carries 0.81; number 9, F, carries -0.19; number 10, F, carries -0.25; number 11, F, carries -0.20; number 12, H, carries 0.46; number 13, H, carries 0.34; number 14, H, carries 0.37; number 15, H, carries 0.41; number 16, H, carries 0.43; number 17, H, carries 0.41; number 18, C, carries -1.17; number 19, C, carries 0.77; number 20, O, carries -0.68; number 21, N, carries -0.16; number 22, C, carries -0.82; number 23, H, carries 0.17; number 24, H, carries 0.37; number 25, H, carries 0.43; number 26, H, carries 0.23; number 27, H, carries 0.29; number 28, H, carries 0.28; number 29, H, carries 0.32


No. 2
# C14H24ClNO

A single C14H24ClNO molecule at a distorted geometry (wB97M-V/def2-TZVPD, OMol25).

Cartesian coordinates (Å):
C  1.193978  1.325996  -3.022271
C  1.042476  0.074737  -2.101338
C  1.839777  -1.081374  -2.776529
N  1.322422  0.325413  -0.707014
C  2.501976  0.939081  -0.167647
O  2.648764  0.933298  1.061946
C  3.829099  1.125844  -0.860461
Cl  4.176333  2.462503  -2.100004
C  0.183916  0.280013  0.147095
C  -0.473468  1.386143  0.682923
C  -1.691466  1.103749  1.534029
C  -1.770517  2.176657  2.574073
C  -1.766361  -0.276510  2.287737
C  -1.613700  -1.369504  1.190496
C  -2.617664  -1.252844  0.074105
C  -1.651700  -2.720220  1.897507
C  -0.218622  -1.184134  0.567940
H  0.282957  1.410612  -3.585467
H  2.026478  1.212985  -3.812877
H  1.331003  2.307766  -2.485849
H  -0.053270  -0.223861  -2.230452
H  1.445149  -1.461030  -3.698797
H  1.799569  -2.041248  -2.192126
H  2.837584  -0.757571  -3.048603
H  4.623374  1.138381  -0.140906
H  3.962775  0.179299  -1.430040
H  -0.263049  2.365667  0.263213
H  -2.549677  1.205253  0.925484
H  -1.179115  2.002974  3.392587
H  -2.729448  2.239256  3.080533
H  -1.479893  3.075474  2.192604
H  -2.675993  -0.404741  2.891949
H  -0.942043  -0.306540  2.997478
H  -2.374229  -0.447037  -0.746818
H  -3.602566  -0.976647  0.466654
H  -2.741873  -2.145985  -0.356393
H  -0.764340  -2.963328  2.550544
H  -1.707878  -3.548405  1.261450
H  -2.558175  -2.684555  2.522343
H  -0.156651  -1.862609  -0.323089
H  0.534067  -1.562955  1.223987

Force components x, y, z for each atom (eV/Å):
C 1.043 0.593 -0.516
C -0.697 -0.294 -2.577
C -0.177 -0.977 1.372
N 1.525 1.623 0.366
C -0.623 -1.697 2.382
O -0.791 0.590 -1.318
C 0.086 -0.884 -2.791
Cl -0.470 -0.764 1.021
C -1.852 0.610 2.316
C 1.084 -4.319 -2.172
C 0.559 0.001 1.936
C -2.158 -1.037 0.371
C 0.533 0.614 -2.157
C 1.830 0.571 1.023
C -0.478 4.511 0.410
C 0.015 0.687 1.610
C -0.002 0.792 -1.457
H -0.441 0.202 -0.393
H -1.093 0.203 1.463
H -0.035 -1.169 -0.403
H 1.402 0.388 0.895
H -0.814 0.573 -0.774
H 0.564 1.081 0.073
H 0.423 -0.193 0.404
H -0.041 0.495 0.458
H 0.079 0.640 0.119
H 0.049 0.104 0.510
H -1.067 0.014 -0.877
H 2.188 -0.718 1.837
H -0.607 0.198 -0.486
H 0.424 2.784 -1.007
H -0.061 0.275 -0.478
H 0.269 -0.197 -0.038
H -0.182 -1.528 1.648
H -0.017 0.053 0.004
H -0.324 -3.451 -2.022
H -0.824 0.806 -0.465
H -0.316 -1.240 -1.318
H 0.278 -0.487 0.000
H -0.006 0.639 0.374
H 0.721 -0.092 0.659

Calculated values
- E_HOMO: -8.64 eV
- SMILES string: CC(C)N(C(=O)CCl)C1=C[C@H](C)CC(C)(C)C1
- Net charge: 0

Mulliken charges, unit e, in atom order: number 1, C, carries -1.38; number 2, C, carries 0.67; number 3, C, carries -1.62; number 4, N, carries 0.69; number 5, C, carries 0.61; number 6, O, carries -0.60; number 7, C, carries -0.49; number 8, Cl, carries -0.21; number 9, C, carries -0.62; number 10, C, carries -0.64; number 11, C, carries 1.04; number 12, C, carries -2.05; number 13, C, carries -1.66; number 14, C, carries 2.39; number 15, C, carries -2.05; number 16, C, carries -2.06; number 17, C, carries -1.17; number 18, H, carries 0.36; number 19, H, carries 0.29; number 20, H, carries 0.37; number 21, H, carries 0.21; number 22, H, carries 0.46; number 23, H, carries 0.30; number 24, H, carries 0.41; number 25, H, carries 0.43; number 26, H, carries 0.15; number 27, H, carries 0.36; number 28, H, carries 0.29; number 29, H, carries 0.48; number 30, H, carries 0.44; number 31, H, carries 0.48; number 32, H, carries 0.49; number 33, H, carries 0.42; number 34, H, carries 0.26; number 35, H, carries 0.37; number 36, H, carries 0.61; number 37, H, carries 0.35; number 38, H, carries 0.50; number 39, H, carries 0.44; number 40, H, carries 0.27; number 41, H, carries 0.43


No. 3
# C16H31MoNP2Se

A molecular structure, C16H31MoNP2Se at a distorted geometry (wB97M-V/def2-TZVPD, OMol25).

Cartesian coordinates (Å):
P  0.007427  -2.113569  -4.886839
P  -0.826213  1.313581  -5.421045
C  -0.784135  -1.308236  -6.369275
C  -0.242421  0.098382  -6.639288
H  -1.864931  -1.297769  -6.175358
H  -0.550842  -1.974764  -7.208250
H  0.859935  0.159251  -6.656727
H  -0.618929  0.471511  -7.605154
C  -2.247769  2.068745  -6.325703
H  -2.772532  2.777691  -5.667487
H  -2.963461  1.298125  -6.648493
H  -1.850813  2.611274  -7.205839
C  0.378322  2.695361  -5.774454
H  0.003569  3.285552  -6.634087
H  1.380714  2.308414  -6.028011
H  0.491736  3.409675  -4.942009
C  -0.898422  -3.684776  -4.571536
H  -0.511913  -4.236994  -3.708515
H  -0.712686  -4.194473  -5.529011
H  -1.992183  -3.486909  -4.451667
C  1.583362  -2.576456  -5.690848
H  2.161892  -1.697238  -6.012792
H  1.349472  -3.176176  -6.584791
H  2.202652  -3.192726  -5.027006
Mo  -1.360032  -2.024834  -3.084126
C  2.245062  1.944475  -1.556348
C  1.140279  2.716375  -1.636792
C  -0.190719  2.531842  -2.294162
C  -0.900575  1.162647  -2.337218
C  -0.366668  0.308893  -3.459091
C  0.975983  -0.144562  -3.620950
C  2.108806  0.793286  -3.771857
C  2.758418  0.787116  -2.387884
C  -0.174151  -2.378889  -1.271864
H  3.026811  2.291580  -0.867397
H  1.098308  3.574334  -0.943259
H  -0.144453  2.831444  -3.346599
H  -0.898255  3.235958  -1.829172
H  -0.920377  0.678374  -1.348688
H  -1.991039  1.335506  -2.564649
H  -1.321423  -0.297713  -3.878154
H  1.326427  -1.097283  -3.137545
H  1.750420  1.774708  -4.102055
H  2.792986  0.464607  -4.578597
H  2.541649  -0.142921  -1.811808
H  3.858892  0.807079  -2.523295
H  0.124966  -1.417080  -0.815209
H  0.749540  -2.958574  -1.347632
H  -0.780394  -2.855161  -0.495510
Se  -3.468884  -0.825325  1.207775
C  -2.980083  -1.205147  -0.406395
N  -2.583324  -1.448412  -1.537536

Force components x, y, z for each atom (eV/Å):
P 2.671 3.075 -2.803
P 1.175 1.593 -0.981
C 0.041 -0.629 0.445
C 0.175 -0.189 0.190
H 0.091 0.026 -0.438
H -0.332 0.154 0.016
H -0.475 -0.302 -0.063
H 0.202 -0.195 0.227
C -0.826 -0.196 0.596
H 0.115 -0.169 -0.291
H 0.157 0.265 0.129
H -0.158 -0.425 0.522
C 0.326 0.404 0.100
H 0.176 -0.498 0.418
H -0.518 0.122 0.114
H -0.057 -0.353 -0.428
C -0.678 -0.455 -0.089
H 0.096 -0.515 -0.227
H -0.441 -0.186 0.473
H -0.087 -0.976 -0.630
C 0.212 -0.893 0.340
H -0.395 -0.177 0.335
H 0.080 0.116 0.272
H -0.010 0.198 -0.140
Mo -1.675 0.121 5.060
C 0.633 1.111 -0.077
C 0.582 -0.631 1.444
C -0.761 0.178 -0.639
C -1.072 1.115 -0.149
C -0.221 -0.130 -0.086
C -1.174 -2.082 -0.638
C 0.092 -0.261 -0.603
C 0.320 0.387 0.261
C 0.705 0.281 -0.025
H -0.512 0.030 -0.094
H 0.349 -0.524 -0.365
H -0.067 0.280 0.298
H 0.291 -0.250 -0.101
H 0.483 -0.222 -0.445
H 0.894 0.015 0.229
H 0.517 -0.557 0.397
H -0.790 1.138 -0.139
H 0.385 -0.168 0.574
H -0.076 -0.048 0.469
H 0.235 0.369 -0.603
H -0.555 0.361 0.463
H -0.243 -0.096 -0.474
H -0.027 -0.087 -0.529
H -0.262 -0.112 -0.409
Se 0.246 -0.273 -0.931
C 0.606 0.030 -1.212
N -0.444 0.227 0.238

Calculated values
- E_HOMO (alpha / beta): -13.62 / -13.69 eV
- Net charge: +2
- Spin multiplicity: 3

Mulliken charges, unit e, in atom order: number 1, P, carries 1.26; number 2, P, carries 0.90; number 3, C, carries -1.04; number 4, C, carries -1.00; number 5, H, carries 0.31; number 6, H, carries 0.72; number 7, H, carries 0.43; number 8, H, carries 0.60; number 9, C, carries -1.28; number 10, H, carries 0.41; number 11, H, carries 0.38; number 12, H, carries 0.51; number 13, C, carries -1.55; number 14, H, carries 0.52; number 15, H, carries 0.46; number 16, H, carries 0.49; number 17, C, carries -1.52; number 18, H, carries 0.52; number 19, H, carries 0.47; number 20, H, carries 0.69; number 21, C, carries -1.25; number 22, H, carries 0.33; number 23, H, carries 0.51; number 24, H, carries 0.44; number 25, Mo, carries -0.19; number 26, C, carries -0.57; number 27, C, carries -0.63; number 28, C, carries -0.22; number 29, C, carries -0.80; number 30, C, carries -0.26; number 31, C, carries -0.58; number 32, C, carries -0.52; number 33, C, carries -0.76; number 34, C, carries -1.09; number 35, H, carries 0.39; number 36, H, carries 0.38; number 37, H, carries -0.19; number 38, H, carries 0.63; number 39, H, carries 0.19; number 40, H, carries 0.49; number 41, H, carries 0.55; number 42, H, carries 0.49; number 43, H, carries 0.42; number 44, H, carries 0.34; number 45, H, carries 0.29; number 46, H, carries 0.49; number 47, H, carries 0.38; number 48, H, carries 0.34; number 49, H, carries 0.51; number 50, Se, carries 0.04; number 51, C, carries 0.19; number 52, N, carries -0.62


No. 4
# C4H13N2S2

2 unconnected molecules or ions with the total composition C4H13N2S2 at a distorted geometry (wB97M-V/def2-TZVPD, OMol25).

Cartesian coordinates (Å):
C  2.601240  0.475559  -2.434619
N  1.897875  0.059089  -1.214957
C  2.506971  0.044714  -0.062800
N  1.919425  -0.143505  1.097690
H  2.989298  1.487707  -2.335309
H  1.894137  0.418710  -3.253241
H  3.443407  -0.193608  -2.632232
H  0.894242  -0.058085  -1.206290
H  3.579463  0.226742  -0.036982
H  0.892150  -0.352859  1.165411
H  2.513633  -0.115740  1.910541
C  -1.895856  -0.299701  -2.121182
C  -1.986836  0.268936  -0.721433
S  -1.115635  -0.771889  0.568807
S  -1.408356  0.473351  2.252405
H  -2.155071  -1.353492  -2.166675
H  -0.882993  -0.162097  -2.523036
H  -2.629097  0.202314  -2.766536
H  -3.003786  0.263032  -0.343662
H  -1.562883  1.272883  -0.647697
H  -0.263680  1.154903  1.968286

Force components x, y, z for each atom (eV/Å):
C 0.151 -0.277 -0.065
N 0.349 0.262 0.174
C -0.119 0.056 0.575
N -0.196 -0.078 -0.152
H -0.195 0.049 -0.024
H 0.075 0.057 -0.136
H -0.241 0.005 -0.013
H -0.070 -0.062 -0.160
H -0.108 -0.028 -0.177
H 1.116 0.107 -0.185
H -0.222 -0.128 0.164
C 0.059 0.042 -0.064
C 0.132 -0.275 0.709
S -0.860 0.513 0.021
S 0.839 -0.403 -0.967
H 0.096 -0.176 0.128
H -0.303 -0.069 -0.184
H 0.393 0.079 0.109
H -0.143 0.257 -0.167
H -0.178 -0.080 -0.037
H -0.573 0.149 0.452

Calculated values
- E_HOMO: -13.15 eV
- Net charge: +1

Mulliken charges, unit e, in atom order: number 1, C, carries -0.90; number 2, N, carries 0.00; number 3, C, carries 0.32; number 4, N, carries -0.11; number 5, H, carries 0.36; number 6, H, carries 0.27; number 7, H, carries 0.35; number 8, H, carries 0.03; number 9, H, carries 0.39; number 10, H, carries -0.08; number 11, H, carries 0.21; number 12, C, carries -0.93; number 13, C, carries -0.41; number 14, S, carries -0.19; number 15, S, carries -0.15; number 16, H, carries 0.30; number 17, H, carries 0.18; number 18, H, carries 0.34; number 19, H, carries 0.44; number 20, H, carries 0.38; number 21, H, carries 0.19


Calculated M, 248.181; 257.805; 474.279; 153.296 g mol⁻¹ (same order as the records).
Calculated electronic energy, -27234.707; -30965.426; -104339.833; -29003.492 eV (same order as the records).